Formula: C25H47N2O3PReS
Source: the OMol25 dataset
Level of theory: ωB97M-V/def2-TZVPD

The geometry in XYZ format:
```
80
Properties=species:S:1:pos:R:3:forces:R:3
Re -0.021 -0.085 -0.500 -0.539 -0.269 0.361
C -3.682 -2.043 -1.487 -0.034 0.040 -0.089
C -2.448 -2.251 -0.630 -0.216 0.241 0.249
C -2.642 -3.335 0.415 0.014 -0.045 0.049
O -2.106 -0.983 0.031 0.042 -0.103 -0.017
C -1.271 -2.589 -1.515 0.695 0.261 -0.188
O -1.235 -3.527 -2.232 -0.092 -0.142 -0.093
O -0.183 -1.728 -1.428 -0.274 -0.107 -0.067
H -4.547 -1.835 -0.857 0.005 -0.003 0.009
H -3.879 -2.947 -2.062 -0.006 -0.001 0.011
H -3.541 -1.216 -2.185 0.004 -0.045 0.014
H -3.554 -3.152 0.987 0.011 0.013 -0.020
H -1.793 -3.391 1.099 0.003 -0.008 -0.032
H -2.744 -4.298 -0.084 -0.014 0.002 0.015
H -2.500 -0.974 0.913 -0.023 0.077 0.014
C 1.036 0.822 -2.123 0.281 -0.105 0.356
C 1.408 2.282 -2.080 -0.221 -0.337 -0.131
C 0.526 3.227 -2.601 -0.113 0.153 -0.047
C 0.826 4.580 -2.578 -0.049 -0.079 -0.004
C 2.027 5.014 -2.033 0.020 0.029 0.002
C 2.927 4.083 -1.538 0.004 -0.093 0.015
C 2.619 2.727 -1.568 0.174 0.127 0.056
H 1.883 0.190 -2.371 0.086 0.166 -0.181
H 0.259 0.679 -2.886 0.068 -0.010 -0.086
H -0.397 2.887 -3.063 0.016 0.024 0.009
H 0.135 5.297 -3.005 0.010 -0.013 -0.006
H 2.273 6.068 -2.022 -0.011 -0.027 0.006
H 3.880 4.409 -1.142 -0.013 -0.013 -0.008
H 3.353 2.015 -1.214 0.013 0.006 0.001
C 1.360 -3.772 0.185 0.056 -0.031 0.022
C 1.845 -2.719 1.180 -0.141 -0.009 0.024
C 1.087 -2.859 2.501 -0.015 -0.021 -0.029
P 1.977 -0.995 0.529 -0.048 0.498 -0.341
C 3.435 -1.020 -0.583 0.151 -0.160 0.074
C 3.228 -1.823 -1.880 0.071 -0.011 -0.013
C 4.714 -1.485 0.133 0.022 0.023 -0.064
C 2.493 0.002 2.000 -0.165 0.166 0.005
C 3.273 1.263 1.619 0.079 -0.033 0.032
C 1.349 0.413 2.939 0.039 -0.050 0.035
H 1.612 -4.757 0.581 0.007 0.008 -0.010
H 1.797 -3.690 -0.806 -0.019 0.027 0.009
H 0.277 -3.743 0.080 -0.011 -0.019 0.031
H 2.906 -2.901 1.381 0.025 -0.063 0.048
H 0.044 -2.544 2.406 0.015 0.011 -0.010
H 1.544 -2.311 3.322 0.004 0.019 -0.009
H 1.081 -3.913 2.782 -0.007 0.010 0.000
H 3.553 0.033 -0.839 -0.011 0.041 -0.019
H 3.614 -2.835 -1.763 -0.026 0.013 0.006
H 3.794 -1.357 -2.689 0.014 -0.030 0.016
H 2.191 -1.901 -2.200 -0.014 0.056 0.007
H 4.722 -2.568 0.263 -0.011 0.017 0.005
H 4.870 -1.021 1.106 0.002 0.000 -0.016
H 5.577 -1.233 -0.486 -0.023 -0.022 -0.010
H 3.152 -0.687 2.537 0.025 -0.001 0.021
H 2.689 1.912 0.965 -0.059 0.010 0.012
H 4.222 1.050 1.131 -0.013 0.015 -0.015
H 3.491 1.832 2.525 0.015 -0.038 -0.006
H 0.851 1.299 2.550 0.036 0.007 0.022
H 1.771 0.683 3.908 0.005 -0.026 0.004
H 0.607 -0.366 3.109 -0.009 -0.034 -0.024
C -4.531 0.124 2.425 0.061 -0.072 -0.005
C -3.691 1.342 2.779 0.097 0.047 -0.054
N -2.393 1.368 2.076 -0.063 -0.070 0.059
C -2.178 1.884 0.872 0.191 0.021 0.102
S -0.488 2.035 0.329 -0.010 -0.165 -0.075
N -3.151 2.357 0.134 -0.052 -0.061 -0.205
C -3.018 2.909 -1.234 -0.001 -0.010 0.183
C -3.186 1.839 -2.294 -0.028 -0.038 -0.004
H -5.513 0.200 2.889 0.011 -0.005 -0.010
H -4.066 -0.793 2.800 -0.008 0.049 -0.028
H -4.677 0.029 1.346 -0.039 0.023 0.009
H -3.462 1.364 3.841 -0.019 -0.010 0.023
H -4.218 2.274 2.565 0.000 0.017 -0.009
H -1.565 1.108 2.592 -0.008 0.050 0.025
H -4.094 2.260 0.487 -0.004 0.051 -0.003
H -2.047 3.395 -1.306 0.027 0.019 0.017
H -3.778 3.682 -1.322 -0.016 0.010 -0.029
H -2.424 1.061 -2.188 0.006 0.031 -0.020
H -3.087 2.280 -3.286 0.005 -0.002 0.013
H -4.168 1.367 -2.235 0.019 0.005 0.005
```
Positions in Å, forces in eV/Å.

Charge: +2
Energy, eV: -58050.7946
Lowest unoccupied orbital energy (spin up / spin down), Eh: -0.2820 / -0.2686
Energy above the lowest of the compared OMol25 structures with the same formula, charge and spin, kcal/mol: 17.5
Expectation value of S²: 0.760
Gap between HOMO and LUMO (spin up / spin down), hartree: 0.22163 / 0.23303
Spin multiplicity: 2

Mulliken population analysis, charges in e, atoms 1 to 6:
1 Re 1.6622
2 C -1.7666
3 C 1.9402
4 C -1.8229
5 O 0.2193
6 C -0.2886


Formula: C22H12BrCl2F4N9O2PTl
Source: the OMol25 dataset
Level of theory: ωB97M-V/def2-TZVPD

The geometry in XYZ format:
```
54
Properties=species:S:1:pos:R:3:forces:R:3
Tl -1.986 -0.259 -0.584 0.230 -0.007 1.143
F 2.540 0.867 5.475 -0.027 -0.003 -0.050
C 2.091 0.735 4.239 0.005 -0.003 0.013
C 2.975 0.641 3.184 0.012 0.005 0.005
F 4.284 0.689 3.397 -0.053 -0.002 -0.013
C 2.482 0.501 1.899 0.011 -0.010 0.044
F 3.395 0.448 0.931 -0.024 0.041 0.055
C 1.119 0.436 1.610 -0.106 0.004 0.058
P 0.642 0.148 -0.138 0.256 -0.254 -0.690
C 1.392 1.480 -1.099 -0.221 0.190 0.037
C 1.672 2.718 -0.529 0.029 -0.040 0.048
C 2.179 3.738 -1.312 0.027 0.003 -0.023
C 2.386 3.536 -2.670 -0.001 0.011 0.019
C 2.089 2.309 -3.246 0.005 -0.021 0.017
C 1.591 1.280 -2.463 -0.019 0.008 -0.009
C 1.487 -1.338 -0.765 0.114 0.015 0.049
C 2.849 -1.346 -1.097 -0.012 0.024 -0.051
C 3.432 -2.494 -1.599 -0.022 0.001 0.001
C 2.677 -3.648 -1.787 -0.008 -0.004 0.004
C 1.325 -3.638 -1.499 0.033 0.007 0.009
C 0.740 -2.481 -1.001 -0.082 -0.056 0.064
C 0.239 0.579 2.695 0.037 0.040 0.008
Br -1.623 0.697 2.555 -0.019 0.008 0.045
C 0.730 0.712 3.984 0.050 0.010 0.020
F -0.092 0.843 5.019 -0.002 -0.001 -0.019
H 1.476 2.895 0.520 -0.028 0.003 -0.004
H 2.394 4.699 -0.865 0.003 0.010 0.002
H 2.773 4.339 -3.282 0.001 0.007 -0.007
H 2.245 2.151 -4.304 -0.002 -0.002 -0.013
H 1.369 0.323 -2.918 -0.010 -0.027 -0.008
H 3.446 -0.455 -0.996 0.012 -0.005 -0.036
H 4.483 -2.485 -1.852 0.018 0.000 -0.007
H 3.145 -4.543 -2.173 0.009 -0.010 -0.009
H 0.708 -4.513 -1.648 -0.003 -0.002 -0.020
H -0.320 -2.513 -0.813 -0.028 0.011 -0.001
N -4.696 2.127 -0.643 0.197 -0.178 -0.039
C -5.005 0.783 -0.695 0.286 0.401 -0.001
N -6.217 0.324 -0.849 -0.067 -0.317 0.029
N -6.074 -1.037 -0.830 -0.220 0.260 -0.039
N -4.864 -1.377 -0.675 0.184 0.128 0.055
N -4.121 -0.230 -0.553 -0.402 -0.178 -0.627
C -3.437 2.647 -0.441 -0.225 -0.191 0.032
N -3.161 3.920 -0.253 0.163 0.067 0.018
N -1.818 3.952 -0.071 -0.163 0.111 -0.028
N -1.318 2.776 -0.143 -0.116 -0.055 0.075
N -2.327 1.906 -0.375 0.081 0.187 -0.261
H -5.463 2.775 -0.713 -0.028 0.002 0.029
Cl -0.531 -5.072 1.614 -0.021 0.046 -0.008
C -1.895 -3.962 1.844 -0.098 -0.163 0.193
Cl -3.407 -4.832 2.144 0.054 0.011 -0.042
C -2.062 -3.067 0.618 -0.429 0.517 -0.252
O -2.065 -3.499 -0.516 0.090 -0.165 -0.102
O -2.184 -1.818 0.943 0.541 -0.418 0.333
H -1.684 -3.365 2.724 -0.012 -0.015 -0.044
```
Positions in Å, forces in eV/Å.

Energy, eV: -160450.0039
Lowest unoccupied orbital energy, Eh: -0.0996
Energy above the lowest of the compared OMol25 structures with the same formula, charge and spin, kcal/mol: 30.5
Gap between HOMO and LUMO, hartree: 0.22309

Mulliken population analysis, charges in e, atoms 1 to 6:
1 Tl 1.4396
2 F -0.2712
3 C 0.6466
4 C 0.1976
5 F -0.2817
6 C 0.4848


Formula: C18H19N3O2S
Source: the OMol25 dataset
Level of theory: ωB97M-V/def2-TZVPD

The geometry in XYZ format:
```
43
Properties=species:S:1:pos:R:3:forces:R:3
C -0.242 1.656 -2.757 2.766 -1.821 0.839
O -0.230 2.441 -1.526 0.938 -0.393 -1.065
C 1.017 2.675 -0.951 0.624 -0.284 -1.091
C 2.321 2.071 -1.227 -0.760 0.821 0.748
C 3.322 2.556 -0.409 -0.372 -1.232 -2.212
S 2.792 3.727 0.648 -1.504 0.656 0.081
C 1.137 3.632 -0.004 0.012 0.835 2.191
C -0.001 4.299 0.739 -0.214 1.259 1.110
C -0.258 3.819 2.246 0.301 -0.372 -1.149
C -1.133 2.459 2.204 -0.888 1.532 1.102
O -2.184 2.470 2.830 0.721 -0.656 -0.373
N -0.708 1.438 1.379 1.714 3.841 0.785
C -1.047 0.124 1.242 -2.486 -1.348 -1.632
C -2.351 -0.447 1.354 -1.942 0.124 -0.224
C -2.686 -1.746 0.928 2.611 0.985 -0.111
C -1.636 -2.537 0.320 1.675 -0.640 1.291
N -1.813 -3.880 0.135 0.597 -0.802 -1.005
C -0.779 -4.631 -0.334 -0.519 4.660 0.170
C -0.951 -5.953 -0.771 -3.610 -1.252 -2.692
C 0.481 -4.125 -0.576 0.994 0.873 0.364
C 0.747 -2.810 -0.285 0.998 1.133 0.695
N 2.063 -2.345 -0.329 -0.466 -0.901 -0.709
C -0.315 -1.954 0.173 -1.450 -0.114 -0.350
C -0.177 -0.584 0.516 1.750 -2.085 0.368
H -1.101 1.782 -3.361 -1.431 0.259 0.345
H 0.566 1.920 -3.492 -0.219 0.120 1.050
H -0.060 0.538 -2.480 -0.584 1.845 -0.534
H 2.496 1.409 -2.033 0.185 -0.658 -0.549
H 4.357 2.335 -0.654 -0.080 0.102 0.601
H 0.003 5.423 0.776 0.873 -0.896 -0.085
H -0.921 4.176 0.193 -0.350 -0.610 -0.377
H 0.726 3.738 2.786 -0.911 -0.357 -0.546
H -0.806 4.655 2.769 0.110 -1.403 -0.535
H 0.118 1.788 0.841 -0.954 -1.081 0.641
H -3.142 0.287 1.593 0.353 -0.834 0.500
H -3.608 -2.276 1.080 -0.477 0.437 -0.009
H -2.090 -5.965 -0.927 1.646 -0.998 -0.229
H -0.325 -6.254 -1.641 -0.780 0.409 0.501
H -0.705 -6.546 0.013 0.521 -2.479 2.344
H 1.292 -4.799 -0.885 -0.377 0.369 0.057
H 2.761 -3.016 -0.686 -0.581 1.100 0.640
H 2.323 -1.469 0.095 0.095 -0.323 -0.213
H 0.749 -0.084 0.468 1.469 0.176 -0.733
```
Positions in Å, forces in eV/Å.

Energy, eV: -38372.8652
Lowest unoccupied orbital energy, Eh: 0.0152
Energy above the lowest of the compared OMol25 structures with the same formula, charge and spin, kcal/mol: 91.4
SMILES: COc1ccsc1CCC(=O)Nc1ccc2nc(C)cc(N)c2c1
Gap between HOMO and LUMO, hartree: 0.29635

Mulliken population analysis, charges in e, atoms 1 to 6:
1 C -0.7199
2 O -0.3062
3 C -0.0859
4 C -0.5837
5 C -0.5606
6 S -0.2059


Formula: C11H18Cl4OSn
Source: the OMol25 dataset
Level of theory: ωB97M-V/def2-TZVPD

The geometry in XYZ format:
```
35
Properties=species:S:1:pos:R:3:forces:R:3
C -0.676 0.951 -1.244 -0.394 0.629 -0.300
C -0.817 -0.388 -1.509 -2.554 -0.562 -0.213
C 0.417 -1.027 -1.451 2.972 1.268 0.225
C -2.141 -1.092 -1.874 1.461 0.227 0.246
C 1.404 -0.019 -1.214 -1.899 -1.206 -0.004
C 0.707 1.222 -1.101 1.294 0.924 0.014
C 1.356 2.532 -0.869 -0.307 -1.914 -2.542
C -1.777 1.950 -1.070 -0.127 -0.356 -0.168
C 0.715 -2.459 -1.657 -0.940 -0.485 -0.382
C 2.861 -0.225 -1.147 0.425 -0.014 -0.291
Sn -1.217 -1.439 2.808 1.502 3.591 -0.060
Cl -1.659 -3.424 1.697 -0.364 -2.367 -1.074
Cl -2.556 0.701 2.556 -0.107 -0.266 -0.012
Cl 1.233 -0.443 2.181 -1.024 -0.779 0.361
H -2.942 -0.372 -1.869 -0.440 0.162 0.042
H -2.360 -1.904 -1.178 -0.145 -0.046 0.001
H -2.069 -1.519 -2.885 -0.079 -0.012 0.103
H 0.004 -3.090 -1.087 0.347 0.091 -0.211
H 1.722 -2.705 -1.350 0.286 -0.117 0.110
H 0.602 -2.728 -2.727 0.095 -0.176 0.232
H 3.107 -1.111 -0.558 0.131 -0.017 0.097
H 3.360 0.642 -0.706 0.045 -0.177 0.004
H 3.270 -0.372 -2.163 0.205 0.007 0.197
H 2.382 2.398 -0.563 0.332 0.125 -0.071
H 0.822 3.008 0.152 0.226 -0.542 1.490
H 1.315 3.163 -1.767 -0.341 0.474 0.268
H -2.670 1.431 -0.695 0.082 0.303 -0.027
H -2.040 2.439 -2.022 -0.035 0.152 0.175
H -1.485 2.694 -0.330 -0.091 0.110 -0.044
O 0.944 2.840 1.375 -0.395 1.928 1.267
H 0.919 1.912 1.605 -0.138 -0.566 -0.375
Cl -1.496 -1.975 5.914 -0.321 -0.255 0.941
C -0.651 -0.848 4.853 1.079 -0.111 -0.364
H -1.031 0.166 4.913 -0.058 -0.036 0.304
H 0.445 -0.909 4.981 -0.725 0.010 0.062
```
Positions in Å, forces in eV/Å.

Charge: -2
Energy, eV: -69667.0272
Lowest unoccupied orbital energy (spin up / spin down), Eh: 0.1729 / 0.1693
Energy above the lowest of the compared OMol25 structures with the same formula, charge and spin, kcal/mol: 47.3
Gap between HOMO and LUMO (spin up / spin down), hartree: 0.17406 / 0.17257

Mulliken population analysis, charges in e, atoms 1 to 6:
1 C 0.6683
2 C 0.7524
3 C 0.7484
4 C -1.5123
5 C 0.1076
6 C 0.0735


Formula: C8H15BBeCl3N6O8P
Source: the OMol25 dataset
Level of theory: ωB97M-V/def2-TZVPD

The geometry in XYZ format:
```
43
Properties=species:S:1:pos:R:3:forces:R:3
C 3.310 2.493 2.353 -0.344 -0.683 1.292
O 3.679 3.264 1.146 -2.477 -2.815 -4.039
B 3.040 2.656 -0.075 1.219 1.562 3.686
O 3.761 2.807 -1.364 -3.468 -0.487 -1.428
C 1.620 1.832 -0.041 -6.175 -1.035 0.550
N 0.231 2.430 0.234 3.275 -4.055 -2.251
C -0.792 1.311 0.115 5.231 -0.273 1.714
N -2.161 1.303 0.228 0.838 -0.040 -1.565
N 0.086 0.112 -0.182 -3.365 2.580 0.218
N -0.477 -1.167 -0.371 -1.847 -0.514 -5.612
C -0.814 -1.265 -1.723 4.110 -0.992 -6.185
O -0.689 -1.442 -3.065 -1.773 1.448 11.719
N 1.466 0.350 -0.279 0.320 4.492 1.224
P 2.594 -0.962 -0.669 0.729 -2.103 -0.863
O 4.266 -0.498 -0.615 -2.286 -0.562 1.228
Cl 2.379 -2.376 0.948 0.372 1.280 -0.602
H 3.975 2.823 3.279 -1.238 -0.527 -2.331
H 2.190 2.704 2.622 2.024 -0.747 -0.512
H 3.538 1.357 2.109 -0.695 2.295 0.899
H 4.137 1.928 -1.684 0.088 1.202 0.665
H -2.712 0.479 -0.104 1.062 1.095 0.568
H -2.732 2.133 0.567 1.752 -1.415 -0.473
H 4.750 -1.248 -0.159 -0.610 1.212 -0.413
Cl -0.532 1.575 2.604 0.074 -0.197 0.557
Be 3.368 3.788 -2.909 -0.896 -0.890 2.074
Cl 6.068 3.224 -1.013 1.621 0.511 -0.726
C 0.011 4.900 -3.476 0.230 6.164 -1.114
O 0.721 3.867 -3.521 4.189 -2.431 0.168
O -1.188 4.625 -2.983 -0.828 -1.624 0.425
O 0.247 6.084 -3.806 0.384 -2.321 0.469
H -0.952 3.682 -2.875 -1.565 -0.153 0.653
C -4.271 -5.235 2.286 -0.150 -0.149 0.168
C -3.077 -4.324 2.216 0.807 0.369 0.908
O -2.387 -4.075 3.202 -0.521 -0.249 -0.676
N -2.765 -3.767 1.012 -0.068 -0.131 0.335
C -3.443 -3.932 -0.252 0.446 0.258 0.048
H -4.392 -5.601 3.310 0.158 0.184 -0.232
H -5.176 -4.688 2.006 0.014 -0.180 -0.103
H -4.126 -6.095 1.627 -0.184 0.086 -0.036
H -1.949 -3.167 1.045 -0.149 -0.101 0.029
H -2.728 -4.342 -0.969 -0.265 -0.069 -0.229
H -3.769 -2.947 -0.593 -0.225 -0.128 -0.257
H -4.305 -4.596 -0.179 0.185 0.136 0.050
```
Positions in Å, forces in eV/Å.

Energy, eV: -81781.7628
Lowest unoccupied orbital energy, Eh: -0.1655
Gap between HOMO and LUMO, hartree: 0.14042

Mulliken population analysis, charges in e, atoms 1 to 6:
1 C -0.4610
2 O -0.3237
3 B 0.6968
4 O -0.6613
5 C -0.2095
6 N -0.2074


Formula: C6H13N2
Source: the OMol25 dataset
Level of theory: ωB97M-V/def2-TZVPD

The geometry in XYZ format:
```
21
Properties=species:S:1:pos:R:3:forces:R:3
C -2.141 -2.731 -0.004 1.689 -2.684 0.006
C 1.385 2.630 0.484 -1.512 1.346 -0.827
C 1.602 -1.236 0.149 1.471 1.238 -0.093
C -1.843 0.479 -0.968 -1.667 -0.971 0.916
C 1.479 1.195 0.876 1.211 0.231 0.292
C 1.289 0.212 -0.009 -1.740 0.780 -1.742
N -1.548 -1.631 0.043 -1.424 -0.270 -1.151
N -1.346 -0.490 0.031 -0.078 1.799 1.235
H -3.133 -2.895 0.341 -0.867 0.688 0.489
H 1.223 2.711 -0.655 0.029 0.133 1.786
H 0.568 3.172 1.072 0.691 -0.708 -0.949
H 2.259 3.253 0.734 0.027 -0.669 -0.141
H 2.676 -1.327 0.009 0.224 -0.215 0.227
H 1.371 -1.433 1.147 -0.161 -1.059 1.748
H 1.213 -1.973 -0.506 -0.956 -0.292 -0.797
H -1.930 0.019 -1.914 0.266 -0.296 -1.267
H -2.879 0.777 -0.670 0.588 -0.641 0.265
H -1.303 1.369 -0.889 1.264 1.033 -0.132
H 1.919 1.079 1.893 -0.393 -0.563 -0.792
H -1.606 -3.704 -0.189 -0.128 1.422 -0.218
H 0.745 0.523 -0.975 1.465 -0.303 1.144
```
Positions in Å, forces in eV/Å.

Charge: +1
Energy, eV: -9401.5306
Lowest unoccupied orbital energy (spin up / spin down), Eh: -0.2166 / -0.2165
Energy above the lowest of the compared OMol25 structures with the same formula, charge and spin, kcal/mol: 123.1
Gap between HOMO and LUMO (spin up / spin down), hartree: 0.23582 / 0.23584

Mulliken population analysis, charges in e, atoms 1 to 6:
1 C -0.1313
2 C -1.1977
3 C -1.5519
4 C -0.7835
5 C 0.0620
6 C 0.0659